Here is a structure of composition C28H37CrGeIN5O4 from the OMol25 dataset. Energies are from ωB97M-V/def2-TZVPD.

Each line ends with the Mulliken spin population.
Atoms and positions in Å:
Cr -0.239 -0.860 0.122  4.031
N 3.212 -0.626 -2.026  -0.005
C 2.567 0.689 -1.901  -0.005
C 3.516 1.680 -1.240  0.005
C 2.983 3.109 -1.136  -0.001
C 4.095 4.156 -1.139  0.000
N 4.971 4.135 0.039  0.000
C 4.952 5.008 1.043  0.000
N 5.954 5.025 1.922  0.000
N 3.934 5.851 1.203  0.000
C 1.316 0.358 -1.117  0.003
O 1.174 0.598 0.122  0.018
O 0.398 -0.315 -1.695  0.001
H 4.214 -0.533 -2.135  0.001
H 2.857 -1.136 -2.824  -0.003
H 2.243 1.090 -2.870  0.000
H 4.412 1.683 -1.870  -0.001
H 3.809 1.299 -0.259  -0.001
H 2.354 3.213 -0.249  0.000
H 2.360 3.338 -2.005  0.001
H 3.694 5.163 -1.260  0.000
H 4.746 3.996 -2.001  0.000
H 5.750 3.498 0.017  0.000
H 6.817 4.541 1.740  0.000
H 5.933 5.634 2.723  0.000
H 3.134 5.825 0.597  0.000
H 3.994 6.614 1.856  0.000
Ge -3.248 -1.545 -1.627  -0.010
C -2.905 0.002 -0.572  0.176
C -2.314 1.167 -1.081  -0.087
C -2.172 2.279 -0.267  0.007
C -2.624 2.246 1.046  0.004
C -3.232 1.109 1.555  0.008
C -3.385 -0.008 0.747  -0.047
C -2.966 -1.786 -3.473  0.004
C -3.845 -2.636 -4.158  -0.001
C -3.697 -2.826 -5.523  0.000
C -2.676 -2.175 -6.201  0.000
C -1.796 -1.337 -5.528  0.000
C -1.935 -1.135 -4.166  -0.001
H -4.234 -2.510 -0.988  0.001
H -1.980 1.216 -2.109  -0.005
H -1.732 3.182 -0.668  0.001
H -2.526 3.123 1.672  0.001
H -3.611 1.103 2.569  0.000
H -3.899 -0.882 1.131  -0.001
H -4.652 -3.137 -3.632  0.000
H -4.377 -3.473 -6.059  0.000
H -2.568 -2.324 -7.267  0.000
H -1.003 -0.838 -6.070  0.000
H -1.225 -0.504 -3.647  0.005
N 0.118 -3.974 -0.596  0.003
C -1.029 -3.561 -1.091  0.004
O -1.463 -2.387 -0.819  -0.088
C -1.808 -4.500 -1.938  -0.001
I -3.196 -5.518 -0.667  0.001
H 0.666 -3.398 0.028  0.022
H 0.468 -4.900 -0.795  -0.001
H -1.178 -5.264 -2.384  0.000
H -2.373 -3.981 -2.706  0.000
C -1.990 -2.806 2.619  0.032
C -1.008 -1.730 2.950  -0.029
O -0.315 -1.197 2.049  -0.059
C -0.831 -1.291 4.322  -0.003
C -1.549 -1.895 5.365  0.004
C -1.358 -1.479 6.669  -0.003
C -0.457 -0.457 6.937  0.008
C 0.259 0.153 5.910  -0.004
C 0.077 -0.259 4.608  0.009
H -2.106 -2.924 1.546  -0.001
H -2.959 -2.596 3.069  0.001
H -1.639 -3.749 3.043  0.002
H -2.249 -2.695 5.169  0.000
H -1.905 -1.947 7.475  0.000
H -0.309 -0.133 7.959  0.000
H 0.958 0.945 6.138  0.000
H 0.629 0.198 3.798  0.000

Properties
**LUMO (alpha / beta)**: -7.546 / -7.605 eV
**Spin multiplicity**: 5
**Total charge**: +3
**Frontier orbital gap (alpha / beta)**: 8.53 / 8.49 eV
**Energy**: -5082.26324 a.u.


Here is an isolated molecule of C2H5NO2 in a non-equilibrium geometry from the OMol25 dataset. Energies are from ωB97M-V/def2-TZVPD.

Each line ends with the natural charge from an NBO analysis.
Atoms and positions in Å:
C -0.367 0.574 -0.078  -0.363
C -0.152 -0.543 -1.086  0.762
H -0.191 0.385 1.846  0.392
H 1.344 0.763 1.017  0.392
H -1.449 0.415 0.172  0.223
H -0.195 1.587 -0.678  0.224
H 0.451 -1.440 0.451  0.504
N 0.490 0.308 1.100  -0.874
O -0.515 -0.540 -2.212  -0.570
O 0.585 -1.509 -0.531  -0.690

Properties
**LUMO**: 0.597 eV
**Total charge**: 0
**Frontier orbital gap**: 10.42 eV
**Energy**: -284.42749 a.u.
**SMILES**: NCC(=O)O


Here is a structure of composition C2H2OS2 in a non-equilibrium geometry from the OMol25 dataset. Energies are from ωB97M-V/def2-TZVPD.

Each line ends with the natural charge from an NBO analysis.
Atoms and positions in Å:
C -1.075 0.879 -0.279  -0.476
C -0.634 -0.350 -0.029  0.122
O 0.629 -0.933 -0.017  -0.647
S -2.815 0.783 0.011  0.183
S -2.139 -1.279 0.059  0.111
H -0.433 1.665 -0.523  0.233
H 0.435 -1.776 -0.326  0.474

Properties
**LUMO**: -0.547 eV
**Total charge**: 0
**Frontier orbital gap**: 8.08 eV
**Energy**: -948.96361 a.u.


One value per record, in order, for relative energy (zero: lowest compared OMol25 entry of this formula, charge and spin): 21.28 25.02 25.98 kcal per mole.